{
  "formula": "C39H65F2N3O12S5",
  "method": "ωB97M-V/def2-TZVPD",
  "species": ["C", "O", "C", "C", "C", "C", "C", "C", "C", "C", "C", "O", "C", "C", "C", "C", "C", "C", "C", "C", "C", "O", "N", "C", "O", "F", "C", "N", "S", "N", "C", "C", "F", "H", "H", "H", "H", "H", "H", "H", "H", "H", "H", "H", "H", "H", "H", "H", "H", "H", "H", "H", "H", "H", "H", "H", "H", "H", "H", "H", "H", "H", "H", "H", "H", "H", "C", "C", "C", "S", "O", "O", "C", "H", "H", "H", "H", "H", "H", "H", "H", "C", "C", "C", "S", "O", "O", "C", "H", "H", "H", "H", "H", "H", "H", "H", "C", "C", "C", "S", "O", "O", "C", "H", "H", "H", "H", "H", "H", "H", "H", "C", "C", "C", "S", "O", "O", "C", "H", "H", "H", "H", "H", "H", "H", "H"],
  "positions_angstrom": [[1.026, -0.971, 0.453], [0.996, -1.445, -0.883], [0.067, -2.517, -1.071], [-0.746, -2.324, -2.373], [-1.672, -1.090, -2.188], [-2.842, -1.009, -3.227], [-4.218, -0.675, -2.571], [-4.623, 0.845, -2.697], [-5.610, 1.176, -1.522], [-5.114, 2.244, -0.535], [-6.015, 3.296, -0.049], [-7.327, 3.431, -0.396], [-8.171, 2.306, -0.081], [-8.219, 1.847, 1.410], [-8.150, 2.998, 2.453], [-7.202, 0.681, 1.753], [-8.009, -0.631, 2.091], [-6.989, -1.723, 2.565], [-8.545, -1.150, 0.704], [-5.494, 4.277, 0.797], [-6.327, 5.467, 1.312], [-6.843, 6.253, 0.570], [-6.440, 5.595, 2.753], [-5.790, 6.740, 3.254], [-5.609, 7.778, 2.707], [-5.375, 6.595, 4.553], [-4.125, 4.252, 1.238], [-3.518, 5.138, 2.076], [-2.011, 4.537, 2.221], [-1.984, 3.201, 1.279], [-3.246, 3.190, 0.794], [-3.809, 2.216, -0.107], [-2.961, 1.242, -0.496], [0.906, -1.776, 1.206], [1.992, -0.482, 0.684], [0.242, -0.196, 0.590], [0.661, -3.459, -1.100], [-0.577, -2.578, -0.170], [-0.009, -2.068, -3.154], [-1.277, -3.260, -2.613], [-1.122, -0.129, -2.268], [-2.037, -1.113, -1.140], [-2.608, -0.356, -4.089], [-2.939, -2.035, -3.647], [-5.041, -1.348, -2.875], [-4.096, -0.842, -1.478], [-3.728, 1.483, -2.726], [-5.141, 0.912, -3.675], [-6.520, 1.596, -1.994], [-5.908, 0.230, -1.037], [-7.985, 1.409, -0.695], [-9.200, 2.630, -0.336], [-9.217, 1.381, 1.544], [-7.168, 3.072, 2.948], [-8.467, 3.946, 1.986], [-8.889, 2.785, 3.251], [-6.565, 0.411, 0.898], [-6.652, 0.962, 2.668], [-8.820, -0.457, 2.817], [-7.524, -2.531, 3.101], [-6.179, -1.307, 3.190], [-6.504, -2.212, 1.697], [-7.646, -1.355, 0.085], [-9.084, -0.351, 0.154], [-9.152, -2.065, 0.794], [-5.969, 4.799, 3.182], [1.674, 5.098, -0.704], [2.892, 5.940, -0.305], [3.149, 5.696, 1.186], [2.532, 4.048, 1.538], [1.413, 4.157, 2.437], [3.643, 3.168, 1.807], [1.909, 3.716, -0.104], [1.553, 5.048, -1.786], [0.767, 5.539, -0.283], [3.761, 5.620, -0.886], [2.735, 6.999, -0.509], [4.209, 5.741, 1.427], [2.598, 6.400, 1.808], [1.004, 3.114, -0.040], [2.683, 3.176, -0.650], [6.967, 0.667, 2.768], [7.598, -0.651, 2.304], [6.662, -1.784, 2.734], [5.013, -1.075, 2.789], [4.553, -1.087, 4.157], [4.221, -1.623, 1.713], [5.498, 0.591, 2.366], [7.459, 1.531, 2.319], [7.053, 0.755, 3.854], [7.692, -0.646, 1.215], [8.592, -0.789, 2.716], [6.674, -2.607, 2.025], [6.906, -2.148, 3.731], [4.868, 1.305, 2.891], [5.378, 0.708, 1.289], [3.980, -2.733, -5.553], [4.086, -4.017, -6.385], [2.923, -4.927, -5.975], [1.608, -3.839, -5.419], [1.395, -4.059, -4.012], [0.527, -3.871, -6.372], [2.516, -2.313, -5.623], [4.639, -1.951, -5.930], [4.261, -2.940, -4.517], [4.004, -3.770, -7.446], [5.045, -4.514, -6.239], [2.564, -5.526, -6.809], [3.196, -5.575, -5.143], [2.232, -1.608, -4.843], [2.269, -1.908, -6.604], [8.659, -6.468, 1.834], [10.130, -6.349, 2.249], [10.660, -5.023, 1.690], [9.244, -3.925, 1.580], [8.993, -3.634, 0.192], [9.372, -2.883, 2.569], [8.030, -5.113, 2.140], [8.153, -7.273, 2.365], [8.594, -6.676, 0.763], [10.201, -6.343, 3.339], [10.721, -7.190, 1.888], [11.407, -4.579, 2.343], [11.068, -5.145, 0.688], [7.087, -4.949, 1.623], [7.899, -4.974, 3.214]],
  "forces_ev_per_a": [[0.1, 0.6, 0.4], [-0.1, -0.1, 0.2], [0.4, -0.6, -0.1], [0.8, 1.3, 0.9], [-0.3, 0.4, -0.3], [-0.5, -1.4, 0.3], [0.8, 1.0, 0.7], [-0.4, -1.6, -0.1], [-0.2, 1.1, -1.1], [-0.3, -0.6, -0.2], [1.6, 0.9, 1.0], [0.4, -1.1, 0.1], [-1.4, -0.4, 0.6], [0.7, -0.4, 0.2], [-0.7, -0.3, -0.1], [-1.8, -0.1, 0.8], [1.5, -0.6, -1.7], [-0.5, 0.0, 0.1], [0.2, 0.6, 0.4], [-0.5, 0.4, 0.5], [-0.3, -0.2, -1.0], [0.2, -0.4, 0.5], [2.0, 0.0, 0.2], [-0.1, 1.5, -0.2], [-0.2, -0.8, 0.3], [-0.6, -0.7, -0.9], [0.2, -0.5, -0.4], [0.5, -1.9, -0.9], [0.7, 0.2, 0.3], [-1.7, 1.7, 0.4], [-0.8, -0.4, -0.5], [0.1, 0.4, 0.5], [-0.5, 0.3, 0.1], [0.0, 0.3, -0.4], [-0.3, -0.4, -0.4], [0.1, -0.5, 0.1], [-0.4, 0.4, -0.1], [-0.1, 0.0, -0.5], [-0.4, -0.6, 0.1], [0.1, 0.5, 0.0], [0.1, -0.7, 0.2], [-0.2, 0.0, -0.7], [-0.1, -0.1, 0.5], [0.1, 0.6, 0.0], [0.4, 0.5, -0.2], [0.0, -0.1, -0.6], [-0.4, -0.2, 0.1], [0.2, 0.4, 0.6], [0.4, -0.3, 0.4], [0.2, 0.5, 0.0], [0.2, 0.6, 0.1], [0.7, 0.2, 0.0], [0.4, 0.4, -0.4], [-0.4, 0.1, -0.5], [0.4, -0.2, 0.3], [0.4, 0.1, -0.3], [0.1, 0.4, 0.6], [0.3, -0.1, -0.6], [0.4, 0.0, -0.2], [0.4, 0.4, -0.1], [-0.5, -0.2, 0.0], [-0.2, 0.4, 0.4], [-0.5, -0.1, 0.3], [-0.1, -0.6, 0.4], [0.2, 0.4, -0.1], [-0.5, 0.0, 0.2], [0.0, 0.1, 0.1], [0.0, 0.0, -0.1], [0.1, 0.4, -0.2], [0.1, 0.0, -0.4], [0.0, -0.1, 0.2], [-0.1, 0.0, 0.3], [-0.2, 0.0, -0.4], [0.0, 0.0, 0.0], [0.0, 0.0, 0.0], [0.0, 0.0, 0.0], [0.0, 0.0, 0.0], [-0.1, -0.1, 0.1], [0.0, -0.1, 0.1], [0.1, -0.1, 0.2], [0.0, 0.0, 0.1], [0.0, -0.2, 0.0], [0.0, 0.4, 0.0], [0.4, 0.0, 0.0], [0.3, 0.3, -0.3], [-0.2, -0.2, -0.1], [-0.2, -0.1, 0.3], [0.2, 0.3, 0.1], [0.0, 0.0, 0.0], [0.0, 0.0, 0.0], [0.0, 0.0, 0.0], [-0.1, 0.0, 0.0], [-0.2, 0.0, 0.0], [-0.1, 0.0, 0.0], [-0.2, -0.1, -0.1], [-0.1, 0.0, 0.0], [0.0, -0.1, 0.0], [0.0, 0.1, 0.0], [0.4, -0.2, -0.2], [0.1, 0.2, -0.2], [-0.2, -0.1, -0.1], [-0.2, -0.1, 0.2], [0.3, 0.3, 0.0], [0.0, 0.0, 0.0], [0.0, 0.1, 0.0], [0.0, 0.0, 0.0], [0.0, 0.0, 0.0], [-0.2, 0.0, 0.1], [-0.1, 0.1, 0.0], [-0.1, -0.1, 0.0], [-0.1, -0.1, 0.0], [0.1, 0.0, -0.1], [-0.1, -0.1, 0.1], [0.3, -0.4, 0.1], [0.0, -0.4, 0.3], [0.0, 0.3, 0.1], [0.2, -0.1, -0.3], [-0.2, -0.3, 0.0], [0.0, 0.0, 0.0], [0.0, 0.0, 0.0], [0.0, 0.0, 0.0], [0.0, 0.0, 0.0], [-0.1, 0.2, -0.1], [-0.1, 0.1, 0.0], [0.1, 0.1, 0.0], [0.0, 0.1, 0.0]],
  "lowdin_charge": [-0.117, -0.202, -0.238, -0.171, -0.205, -0.189, -0.206, -0.168, -0.122, -0.041, -0.151, -0.017, -0.137, -0.302, -0.049, -0.139, -0.381, -0.087, -0.080, -0.004, -0.369, 0.169, 0.170, -0.518, 0.165, 0.086, -0.288, -0.193, 1.045, -0.170, -0.284, -0.145, 0.091, 0.093, 0.073, 0.086, 0.123, 0.113, 0.095, 0.120, 0.114, 0.097, 0.110, 0.101, 0.111, 0.090, 0.109, 0.112, 0.111, 0.099, 0.097, 0.140, 0.124, 0.064, 0.085, 0.089, 0.089, 0.110, 0.132, 0.077, 0.073, 0.074, 0.072, 0.067, 0.082, 0.119, -0.219, -0.214, -0.218, 0.664, -0.339, -0.325, -0.227, 0.117, 0.115, 0.117, 0.114, 0.102, 0.105, 0.102, 0.110, -0.212, -0.225, -0.234, 0.672, -0.320, -0.331, -0.240, 0.115, 0.120, 0.123, 0.093, 0.075, 0.107, 0.088, 0.108, -0.221, -0.217, -0.222, 0.658, -0.316, -0.324, -0.230, 0.115, 0.122, 0.116, 0.113, 0.102, 0.104, 0.106, 0.108, -0.219, -0.214, -0.218, 0.668, -0.310, -0.327, -0.236, 0.117, 0.121, 0.118, 0.114, 0.103, 0.105, 0.108, 0.113],
  "e_tot_ev": -130145.8861
}